Here is a cluster of 5 separate species, C53H112I2N6O5 in total from the Open Molecules 2025 dataset. Energies are from ωB97M-V with the def2-TZVPD basis set.

Electronic energy = -3386.5179 Eh
Gap between HOMO and LUMO = 8.2 eV
SMILES = [H]/N=C/C[C@@H](O[C@](CCCI)(CCCCn1cccc1)OCCC)[C@@](CCO)(OCI)OC[C@@H](C)CC(C)C.CCN(CC)CC.CCN(CC)CC.CCN(CC)CC.CCN(CC)CC

Last column: Löwdin charge in e.
Cartesian coordinates (Å):
C  0.578  -6.223  2.708  -0.11
C  -0.433  -5.035  2.797  -0.20
C  0.044  -3.724  2.035  -0.19
O  -0.971  -3.360  1.102  -0.11
C  -0.509  -3.285  -0.265  -0.45
C  -0.011  -4.766  -0.622  -0.16
C  1.536  -4.902  -0.793  -0.27
C  1.937  -6.145  -1.695  -0.61
I  0.619  -7.842  -1.499  0.77
C  -1.813  -3.044  -1.091  -0.08
C  -2.801  -2.064  -0.334  -0.16
C  -3.939  -1.533  -1.285  -0.14
C  -5.325  -2.251  -1.001  -0.12
N  -6.045  -2.295  -2.298  -0.20
C  -6.021  -3.433  -3.043  -0.09
C  -6.773  -3.060  -4.211  -0.10
C  -7.212  -1.682  -4.039  -0.10
C  -6.720  -1.217  -2.769  -0.09
O  0.497  -2.304  -0.305  -0.03
C  0.541  -1.435  -1.418  -0.20
C  0.861  -2.139  -2.795  -0.09
C  0.086  -1.480  -3.978  -0.23
N  0.046  -2.116  -5.076  0.09
C  1.645  -0.351  -1.070  -0.40
C  1.073  0.893  -0.314  -0.08
C  -0.093  0.625  0.701  -0.22
O  -1.337  1.044  0.095  -0.09
O  2.794  -0.989  -0.522  -0.13
C  2.954  -0.911  0.861  -0.58
I  4.385  0.637  1.501  0.83
O  2.049  0.131  -2.363  -0.10
C  3.022  1.176  -2.293  -0.15
C  4.136  0.845  -3.374  -0.29
C  4.452  2.121  -4.251  -0.07
C  5.491  0.452  -2.666  -0.18
C  5.722  -1.088  -2.542  -0.38
C  5.815  -1.781  -3.958  -0.08
C  7.130  -1.269  -1.812  -0.09
H  0.707  -6.574  1.661  0.04
H  1.560  -6.001  3.175  0.08
H  0.126  -7.074  3.279  0.06
H  -1.465  -5.299  2.468  0.09
H  -0.537  -4.789  3.885  0.10
H  0.059  -2.928  2.827  0.12
H  1.080  -3.797  1.652  0.11
H  -0.449  -5.518  0.067  0.08
H  -0.458  -4.990  -1.627  0.09
H  2.033  -4.023  -1.250  0.10
H  1.989  -5.098  0.208  0.10
H  2.985  -6.441  -1.475  0.05
H  1.932  -5.789  -2.750  0.05
H  -1.668  -2.770  -2.155  0.11
H  -2.354  -4.024  -1.099  0.13
H  -2.265  -1.277  0.232  0.09
H  -3.310  -2.697  0.436  0.11
H  -4.050  -0.429  -1.220  0.11
H  -3.661  -1.853  -2.319  0.11
H  -5.916  -1.687  -0.245  0.13
H  -5.170  -3.281  -0.607  0.11
H  -5.536  -4.380  -2.779  0.12
H  -6.945  -3.725  -5.067  0.08
H  -7.794  -1.067  -4.743  0.08
H  -6.821  -0.242  -2.279  0.12
H  -0.383  -0.817  -1.579  0.15
H  1.947  -2.231  -2.995  0.13
H  0.469  -3.187  -2.772  0.11
H  -0.408  -0.491  -3.828  0.13
H  -0.498  -1.539  -5.731  0.05
H  0.630  1.558  -1.096  0.14
H  1.832  1.518  0.203  0.07
H  -0.120  -0.398  1.135  0.11
H  0.074  1.321  1.565  0.13
H  -1.820  1.492  0.808  0.09
H  2.022  -0.887  1.460  0.07
H  3.469  -1.853  1.165  0.07
H  2.538  2.120  -2.647  0.11
H  3.558  1.295  -1.332  0.07
H  3.777  0.034  -4.048  0.14
H  5.431  1.993  -4.769  0.07
H  4.600  2.963  -3.526  0.08
H  3.661  2.340  -4.998  0.08
H  6.356  0.884  -3.229  0.12
H  5.570  0.874  -1.634  0.08
H  4.979  -1.620  -1.912  0.12
H  4.885  -2.382  -4.111  0.07
H  6.703  -2.449  -3.984  0.07
H  5.935  -1.049  -4.786  0.08
H  7.085  -2.037  -1.011  0.07
H  7.388  -0.307  -1.298  0.07
H  7.951  -1.482  -2.534  0.07
C  -1.254  7.803  -0.425  -0.09
C  0.017  7.061  -0.812  -0.27
N  -0.026  5.643  -0.499  -0.19
C  1.273  4.993  -0.574  -0.24
C  1.968  4.936  -1.936  -0.08
C  -1.135  4.893  -1.073  -0.24
C  -1.301  4.916  -2.595  -0.08
H  -1.506  7.634  0.624  0.08
H  -1.115  8.877  -0.566  0.07
H  -2.105  7.502  -1.041  0.06
H  0.840  7.516  -0.252  0.12
H  0.226  7.241  -1.876  0.10
H  1.188  3.975  -0.177  0.10
H  1.944  5.507  0.124  0.11
H  1.495  4.211  -2.600  0.04
H  3.005  4.615  -1.804  0.07
H  1.990  5.906  -2.434  0.07
H  -2.063  5.266  -0.627  0.10
H  -1.076  3.852  -0.740  0.10
H  -1.224  5.924  -3.009  0.06
H  -2.291  4.534  -2.859  0.07
H  -0.573  4.279  -3.094  0.05
C  -6.525  10.868  -4.827  -0.09
C  -5.855  11.428  -3.580  -0.28
N  -5.587  10.419  -2.568  -0.20
C  -5.240  10.978  -1.269  -0.25
C  -3.953  11.797  -1.165  -0.09
C  -4.786  9.282  -2.995  -0.25
C  -3.399  9.564  -3.577  -0.08
H  -7.427  10.309  -4.572  0.08
H  -6.814  11.686  -5.491  0.07
H  -5.858  10.213  -5.391  0.06
H  -6.533  12.174  -3.155  0.12
H  -4.943  11.966  -3.875  0.10
H  -5.208  10.172  -0.529  0.11
H  -6.072  11.616  -0.949  0.11
H  -3.065  11.165  -1.200  0.05
H  -3.929  12.321  -0.206  0.07
H  -3.876  12.553  -1.948  0.07
H  -5.358  8.724  -3.743  0.10
H  -4.683  8.581  -2.160  0.11
H  -3.411  10.363  -4.321  0.07
H  -3.023  8.666  -4.076  0.07
H  -2.677  9.821  -2.803  0.05
C  -4.421  -6.627  1.657  -0.09
C  -5.226  -7.557  2.554  -0.27
N  -4.680  -8.902  2.638  -0.20
C  -5.600  -9.863  3.230  -0.25
C  -6.009  -9.656  4.689  -0.09
C  -3.295  -9.007  3.078  -0.24
C  -2.932  -8.399  4.436  -0.08
H  -4.281  -7.058  0.663  0.08
H  -4.950  -5.678  1.538  0.07
H  -3.440  -6.401  2.079  0.04
H  -6.234  -7.617  2.132  0.12
H  -5.329  -7.095  3.546  0.10
H  -5.187  -10.870  3.117  0.11
H  -6.512  -9.867  2.622  0.11
H  -5.202  -9.910  5.377  0.05
H  -6.848  -10.313  4.931  0.07
H  -6.330  -8.632  4.890  0.07
H  -2.660  -8.540  2.319  0.10
H  -2.993  -10.058  3.070  0.12
H  -3.333  -7.392  4.564  0.07
H  -1.845  -8.327  4.524  0.06
H  -3.275  -9.017  5.265  0.05
C  7.359  1.634  8.153  -0.09
C  6.624  0.817  7.098  -0.28
N  7.394  0.622  5.881  -0.20
C  6.600  0.121  4.768  -0.28
C  5.975  -1.268  4.906  -0.09
C  8.704  0.008  6.043  -0.25
C  8.772  -1.364  6.719  -0.09
H  7.705  2.584  7.742  0.08
H  6.687  1.853  8.985  0.07
H  8.218  1.097  8.560  0.06
H  5.709  1.361  6.847  0.12
H  6.309  -0.139  7.542  0.10
H  7.203  0.148  3.855  0.11
H  5.791  0.838  4.587  0.08
H  6.719  -2.059  4.812  0.06
H  5.248  -1.423  4.104  0.04
H  5.446  -1.394  5.852  0.07
H  9.332  0.697  6.616  0.10
H  9.195  -0.053  5.068  0.11
H  8.177  -1.410  7.633  0.07
H  9.806  -1.583  6.995  0.07
H  8.447  -2.163  6.053  0.05